1.
ORCA calculation (wB97M-V/def2-TZVPD) on a 10-piece molecular cluster, C14H25Cl27N4O4P overall at a distorted geometry.

Results
HOMO: -11.86 eV
2S+1: 1
charge: +1
total energy: -376457.9309 eV
gap between HOMO and LUMO: 0.2426 Ha
LUMO energy: -5.26 eV

Positions of all 75 atoms, in Å:
C 3.6368 1.0620 -0.6715
C 3.7370 -0.4154 -0.1279
O 2.4138 -0.9693 -0.0009
C 2.1362 -1.9172 -1.0326
C 0.8034 -2.6252 -0.6393
O -0.2854 -1.6707 -0.3620
N -1.4351 -2.3376 -0.7120
C -2.5800 -1.8690 -0.0303
N -2.6005 -2.0485 1.3040
N -3.7464 -1.2630 -0.6165
P -3.5645 0.4552 -0.9387
N -4.8803 0.9230 -1.7274
O -3.4731 1.3522 0.4619
O -2.2682 0.8386 -1.9087
H 3.0675 1.6677 0.0815
H 3.1139 1.1299 -1.6562
H 4.6874 1.4457 -0.7667
H 4.1731 -0.3734 0.9048
H 4.4218 -0.9954 -0.8021
H 2.9735 -2.6498 -1.1306
H 1.9530 -1.3869 -2.0080
H 0.5001 -3.3594 -1.4393
H 0.9122 -3.2257 0.3088
H -1.5851 -2.3801 -1.7298
H -1.8631 -1.7118 1.9155
H -3.3763 -2.6113 1.6534
H -4.1212 -1.7828 -1.4133
H -5.4642 0.0847 -1.8334
H -3.4793 2.2974 0.2196
H -2.6033 0.7511 -2.8233
C 0.5134 3.9587 0.4980
Cl -0.8931 3.0897 -0.1365
Cl 1.2614 3.0478 1.8158
Cl 1.6797 4.2728 -0.7915
H 0.1776 4.9120 0.8913
C 1.1563 5.4873 4.7008
Cl 0.0964 5.8832 3.3359
Cl 2.8240 5.2818 4.1553
Cl 1.0611 6.7365 5.9494
H 0.8201 4.5484 5.1306
C -2.1178 -4.4243 -4.6756
Cl -0.5350 -4.7172 -3.9451
Cl -2.9361 -3.0920 -3.8374
Cl -1.9571 -4.0632 -6.3931
H -2.7197 -5.3216 -4.5684
C -5.5306 0.6334 -5.6190
Cl -5.2836 1.0534 -7.3150
Cl -6.8034 -0.5804 -5.4536
Cl -4.0225 0.0481 -4.8981
H -5.8378 1.5272 -5.0845
C -1.2810 9.2475 4.3068
Cl -2.3419 9.6426 2.9483
Cl 0.3858 9.0495 3.7576
Cl -1.3816 10.4920 5.5573
H -1.6118 8.3059 4.7352
C -2.2656 -6.0509 0.1163
Cl -3.6495 -6.9406 0.7572
Cl -1.0319 -7.1600 -0.4857
Cl -2.7781 -4.9410 -1.1666
H -1.8337 -5.4643 0.9216
C 5.4465 -2.2816 3.3317
Cl 6.7702 -2.3234 4.5000
Cl 4.6255 -0.7151 3.3766
Cl 6.0435 -2.6274 1.7028
H 4.7292 -3.0497 3.6015
C 4.6075 -2.8912 -4.3950
Cl 4.9742 -2.0364 -2.8895
Cl 5.6875 -4.2713 -4.6087
Cl 2.9161 -3.4117 -4.4061
H 4.7593 -2.2066 -5.2234
C 0.9397 0.9043 5.4938
Cl 2.2735 0.8718 6.6500
Cl 0.1011 2.4618 5.5542
Cl 1.5264 0.5706 3.8588
H 0.2320 0.1283 5.7668

2.
ORCA calculation (wB97M-V/def2-TZVPD) on C14H25Cl2N3 as an isolated structure at a distorted geometry.

Results
HOMO: -9.23 eV
2S+1: 1
charge: 0
total energy: -44428.3830 eV
energy above the lowest of the compared OMol25 structures with the same formula, charge and spin: 9.909 eV
gap between HOMO and LUMO: 0.3502 Ha
LUMO energy: 0.30 eV

Positions of all 44 atoms, in Å:
Cl 1.0614 -1.0748 -3.5156
C 1.5374 -2.6250 -2.9072
C 2.4807 -2.4348 -1.7350
Cl 3.6880 -1.2284 -2.1531
H 2.1362 -3.1246 -3.6687
H 0.6313 -3.1838 -2.6732
H 2.9413 -3.4139 -1.6037
H 1.9976 -1.9714 -0.8747
C -1.2788 -1.6806 -2.4247
C -0.7777 -0.2445 -2.5096
C -1.7130 0.9377 -2.0265
C -2.6604 1.2270 -3.0978
N -3.3670 1.3591 -4.0117
H -1.4442 -1.9444 -1.3801
H -0.6079 -2.4993 -2.6848
H -2.2699 -1.7833 -2.8665
H -0.4600 -0.0123 -3.5261
H -0.1555 -0.0377 -1.6389
H -1.0772 1.8184 -1.9359
H -2.2069 0.7192 -1.0797
C 1.3176 3.3750 3.9561
C -0.0401 3.5214 3.3579
C -0.6476 2.4686 2.3484
C -0.7772 1.1313 2.9418
N -0.8083 0.1571 3.4343
H 1.3572 4.2199 4.6437
H 2.0788 3.5287 3.1912
H 1.5745 2.4803 4.5231
H 0.0683 4.4560 2.8075
H -0.7660 3.5563 4.1702
H 0.1163 2.3588 1.5787
H -1.5584 2.8007 1.8503
C -0.4697 -2.3548 0.2786
C 0.6876 -1.4126 0.6232
C 0.2366 -0.2480 1.5415
C -0.6935 0.6921 0.9685
N -1.4887 1.4492 0.5237
H -0.2296 -2.8091 -0.6827
H -1.3836 -1.7678 0.1874
H -0.5715 -3.1524 1.0145
H 0.9887 -0.8615 -0.2678
H 1.6120 -1.9207 0.8979
H 1.1207 0.2170 1.9778
H -0.1796 -0.6881 2.4477

Please write out number 2 again, unchanged.
ORCA calculation (wB97M-V/def2-TZVPD) on C14H25Cl2N3 as an isolated structure at a distorted geometry.

Results
HOMO: -9.23 eV
2S+1: 1
charge: 0
total energy: -44428.3830 eV
energy above the lowest of the compared OMol25 structures with the same formula, charge and spin: 9.909 eV
gap between HOMO and LUMO: 0.3502 Ha
LUMO energy: 0.30 eV

Positions of all 44 atoms, in Å:
Cl 1.0614 -1.0748 -3.5156
C 1.5374 -2.6250 -2.9072
C 2.4807 -2.4348 -1.7350
Cl 3.6880 -1.2284 -2.1531
H 2.1362 -3.1246 -3.6687
H 0.6313 -3.1838 -2.6732
H 2.9413 -3.4139 -1.6037
H 1.9976 -1.9714 -0.8747
C -1.2788 -1.6806 -2.4247
C -0.7777 -0.2445 -2.5096
C -1.7130 0.9377 -2.0265
C -2.6604 1.2270 -3.0978
N -3.3670 1.3591 -4.0117
H -1.4442 -1.9444 -1.3801
H -0.6079 -2.4993 -2.6848
H -2.2699 -1.7833 -2.8665
H -0.4600 -0.0123 -3.5261
H -0.1555 -0.0377 -1.6389
H -1.0772 1.8184 -1.9359
H -2.2069 0.7192 -1.0797
C 1.3176 3.3750 3.9561
C -0.0401 3.5214 3.3579
C -0.6476 2.4686 2.3484
C -0.7772 1.1313 2.9418
N -0.8083 0.1571 3.4343
H 1.3572 4.2199 4.6437
H 2.0788 3.5287 3.1912
H 1.5745 2.4803 4.5231
H 0.0683 4.4560 2.8075
H -0.7660 3.5563 4.1702
H 0.1163 2.3588 1.5787
H -1.5584 2.8007 1.8503
C -0.4697 -2.3548 0.2786
C 0.6876 -1.4126 0.6232
C 0.2366 -0.2480 1.5415
C -0.6935 0.6921 0.9685
N -1.4887 1.4492 0.5237
H -0.2296 -2.8091 -0.6827
H -1.3836 -1.7678 0.1874
H -0.5715 -3.1524 1.0145
H 0.9887 -0.8615 -0.2678
H 1.6120 -1.9207 0.8979
H 1.1207 0.2170 1.9778
H -0.1796 -0.6881 2.4477

Question: Which formula does entry 2 have?
Answer: C14H25Cl2N3